(1)
Here is the molecule H16Si7 at a distorted geometry from the OMol25 dataset. Energies are from wB97M-V/def2-TZVPD.

The geometry in XYZ format:
```
23
Properties=species:S:1:pos:R:3:forces:R:3
Si 2.8254 1.7358 0.5078 1.3 0.8 1.7
Si 1.4589 -0.0885 0.6521 -2.4 -1.1 0.3
Si 2.2733 -2.1245 -0.3088 -1.0 -2.0 0.5
Si -0.9634 0.1214 -0.1769 1.2 0.7 1.9
Si -2.0636 -1.5974 0.9597 -1.8 -0.5 1.7
Si -1.4649 0.0509 -2.3921 0.9 -0.9 -2.0
Si -1.8193 2.1227 0.8899 1.6 1.5 -0.3
H 4.0344 1.5570 1.5419 -1.2 0.0 -1.2
H 3.3717 1.9720 -0.8232 0.1 -0.1 -0.4
H 2.1099 2.9642 0.9851 0.1 -0.3 -0.2
H 0.9549 -0.3463 2.1262 0.8 0.2 -1.2
H 2.1198 -3.3351 0.7503 -0.2 1.4 -1.1
H 3.7212 -2.1494 -0.4209 0.5 0.3 -0.3
H 1.6204 -2.6430 -1.6568 0.6 0.8 1.3
H -2.1858 -2.7887 0.1774 0.6 -1.0 -0.6
H -3.6405 -1.4242 0.9989 1.4 0.5 0.2
H -1.6428 -2.0580 2.4480 -0.2 0.8 -1.7
H -1.2152 -1.2648 -3.0260 -0.3 -0.8 0.8
H -2.7934 0.3743 -2.7617 -1.4 0.4 0.2
H -0.7270 0.5243 -3.5948 0.5 1.2 0.6
H -1.9934 2.3677 2.3934 0.8 -0.6 -0.7
H -3.0384 2.7615 0.5285 -1.4 -0.2 -0.8
H -0.9423 3.2679 0.2019 -0.3 -1.1 1.0
```
Forces are in eV/Å.

## Properties
structure (SMILES) = [SiH3][SiH]([SiH3])[Si]([SiH3])([SiH3])[SiH3]
DFT total energy = -2035.8254 hartree
energy relative to the best compared isomer or geometry (same formula, charge and spin) = 94.8 kJ/mol

Löwdin population analysis, charges in e, atoms 1 to 8: number 1, Si, carries 0.362; number 2, Si, carries 0.055; number 3, Si, carries 0.369; number 4, Si, carries -0.117; number 5, Si, carries 0.327; number 6, Si, carries 0.363; number 7, Si, carries 0.369; number 8, H, carries -0.074


(2)
Here is a structure of composition H17LiO9 at a distorted geometry from the OMol25 dataset. Energies are from wB97M-V/def2-TZVPD.

The geometry in XYZ format:
```
27
Properties=species:S:1:pos:R:3:forces:R:3
Li 0.2700 23.2790 27.2700 0.9 0.1 0.3
O 1.2120 24.6780 28.1150 -1.1 1.0 1.4
H 0.5380 25.1610 28.6800 1.5 -0.4 -1.3
O 0.4680 27.3440 27.0250 -4.2 11.1 -4.3
H 0.6810 26.6070 27.3000 3.3 -12.3 4.0
H 1.1690 27.8940 27.3150 0.9 1.1 0.2
O 1.6550 23.4800 30.5790 1.6 1.8 1.9
H 1.6410 23.8730 29.7040 -0.4 -0.3 -1.8
H 2.2320 24.2230 30.9380 -0.4 -1.7 0.0
O -2.6660 24.0760 30.4740 1.7 1.2 -0.7
H -1.8000 24.6510 30.3230 -2.7 -1.3 1.7
H -2.9480 24.0680 31.4090 0.7 0.3 -0.7
O -0.8060 24.1220 26.1150 -0.2 -0.9 -2.1
H -1.5370 24.4450 26.5670 -1.2 2.7 3.6
H -1.5300 23.7500 25.6060 0.8 -1.6 -2.3
O 3.2730 26.3670 29.0990 0.8 1.9 0.0
H 2.4310 25.9260 28.9430 -0.2 0.0 -0.9
H 3.3230 27.2440 28.6150 -0.4 -1.9 0.8
O -0.2150 25.3850 30.7010 2.4 1.2 2.0
H 0.5030 24.9350 31.3750 -2.5 1.4 -2.7
H -0.0110 26.3800 30.6390 -0.4 -2.2 0.3
O -0.6330 23.1040 28.8000 -0.4 1.7 1.5
H -0.2810 23.9490 29.2500 -0.2 -2.2 -0.8
H -1.5160 23.1230 29.1790 -0.6 -0.8 0.1
O 3.0160 24.7750 26.1850 0.5 0.1 4.5
H 2.5920 24.6060 25.3910 -1.7 -0.5 -2.0
H 2.3920 24.6700 27.0430 1.3 0.6 -2.8
```
Forces are in eV/Å.

## Properties
DFT total energy = -694.8403 hartree
energy relative to the best compared isomer or geometry (same formula, charge and spin) = 126.9 kJ/mol

Löwdin population analysis, charges in e, atoms 1 to 8: number 1, Li, carries 0.713; number 2, O, carries -0.468; number 3, H, carries -0.014; number 4, O, carries 0.075; number 5, H, carries -0.168; number 6, H, carries 0.033; number 7, O, carries -0.086; number 8, H, carries -0.036


(3)
Here is a cluster of 8 separate species, H17NO7 in total at a distorted geometry from the OMol25 dataset. Energies are from wB97M-V/def2-TZVPD.

The geometry in XYZ format:
```
25
Properties=species:S:1:pos:R:3:forces:R:3
N -1.6099 1.3798 0.6192 0.5 1.9 0.3
H -2.4897 1.7006 0.2380 -0.3 -0.4 -0.4
H -1.8220 1.0871 1.5664 0.1 -0.1 0.2
H -1.1334 2.3080 0.7470 -0.3 -1.1 0.0
O 0.8756 -0.0185 -2.1305 -1.3 0.4 0.7
H 0.9577 -0.7848 -2.6979 0.9 0.2 -0.1
H 1.6447 0.5412 -2.0073 0.7 -0.8 -0.6
O 0.8238 0.2151 1.1809 0.7 0.1 0.8
H 1.6297 0.5785 1.5762 -0.1 -0.1 -0.3
H 0.6187 0.7992 0.4434 -0.3 0.0 0.3
O 1.9348 -2.5509 0.1674 0.9 -0.2 0.1
H 1.3764 -2.6689 -0.6032 -0.4 0.0 0.3
H 1.3656 -2.3635 0.9203 -0.2 -0.1 -0.4
O -0.7183 -1.5657 -0.0212 0.3 -0.3 -0.4
H -0.9194 -1.4312 0.9078 -0.2 0.3 -0.1
H 0.0945 -1.0361 -0.1431 -0.7 -0.2 0.0
O 2.1004 2.2187 -0.4947 -0.2 -0.3 -0.2
H 1.2887 2.0606 -1.0003 0.1 0.6 0.1
H 2.3297 3.1466 -0.6002 -0.1 0.0 -0.1
O -0.7751 -1.7572 3.2871 -0.2 0.1 0.6
H -1.1557 -2.4325 2.7218 0.3 0.1 -0.3
H -0.1683 -1.1832 2.8096 0.0 -0.1 -0.4
O -2.0058 0.9523 -2.3687 0.3 -0.7 -0.5
H -1.3720 0.2109 -2.5070 -0.6 0.9 0.4
H -2.8706 0.5939 -2.6109 0.3 0.0 0.1
```
Forces are in eV/Å.

## Properties
structure (SMILES) = N.O.O.O.O.O.O.O
DFT total energy = -591.5967 hartree
energy relative to the best compared isomer or geometry (same formula, charge and spin) = 150.9 kJ/mol

Löwdin population analysis, charges in e, atoms 1 to 8: number 1, N, carries 0.018; number 2, H, carries 0.011; number 3, H, carries 0.020; number 4, H, carries 0.043; number 5, O, carries -0.028; number 6, H, carries 0.062; number 7, H, carries 0.031; number 8, O, carries -0.079


(4)
Here is a cluster of 8 separate species, H17NO7 in total at a distorted geometry from the OMol25 dataset. Energies are from wB97M-V/def2-TZVPD.

The geometry in XYZ format:
```
25
Properties=species:S:1:pos:R:3:forces:R:3
N 0.7989 -1.0380 -3.2553 -0.2 0.6 -0.1
H 1.5505 -1.6943 -3.4269 0.0 0.0 0.4
H 0.8126 -0.7130 -2.2933 0.3 -0.4 0.1
H 1.0566 -0.1941 -3.7610 -0.2 -0.1 -0.2
O -2.6691 1.0848 -0.8571 0.7 -0.5 -0.3
H -1.7034 1.2550 -0.9633 -0.5 0.6 0.1
H -2.8530 0.8014 -1.7643 -0.4 0.0 0.2
O 0.2179 -3.3848 0.9195 0.0 -0.1 -0.1
H -0.0024 -2.4667 0.7059 -0.1 0.0 0.0
H -0.5699 -3.8059 0.5567 0.1 -0.3 0.2
O -0.3148 1.5184 2.6229 -0.4 0.5 0.1
H -0.0831 2.4064 2.9222 0.4 -0.1 0.0
H -1.2627 1.5227 2.8043 -0.1 -0.4 -0.2
O 1.8545 1.3431 0.1845 -0.3 0.1 -0.5
H 1.6081 0.7054 0.8716 0.3 0.2 0.2
H 1.7449 2.2224 0.5571 0.2 -0.1 0.4
O -1.0766 -1.3896 -0.2644 0.8 -0.4 1.3
H -1.5473 -0.5704 -0.0872 -0.5 0.0 -1.1
H -1.0426 -1.7378 -1.1534 -0.5 0.7 -0.5
O 1.5922 -0.7979 2.3301 -1.2 0.6 -1.1
H 1.3398 -1.3107 1.5476 0.8 -0.7 0.2
H 0.7857 -0.2476 2.3269 0.3 0.2 1.0
O -0.2896 2.1488 -1.4833 -0.2 -0.8 -0.3
H -0.4009 3.0843 -1.6509 0.3 0.1 0.4
H 0.3338 1.9123 -0.7748 0.4 0.5 -0.2
```
Forces are in eV/Å.

## Properties
structure (SMILES) = N.O.O.O.O.O.O.O
DFT total energy = -591.6151 hartree
energy relative to the best compared isomer or geometry (same formula, charge and spin) = 102.6 kJ/mol

Löwdin population analysis, charges in e, atoms 1 to 8: number 1, N, carries 0.016; number 2, H, carries 0.009; number 3, H, carries -0.013; number 4, H, carries 0.009; number 5, O, carries -0.092; number 6, H, carries -0.016; number 7, H, carries 0.049; number 8, O, carries -0.078


(5)
Here is a cluster of 9 separate species, H17O12S in total at a distorted geometry from the OMol25 dataset. Energies are from wB97M-V/def2-TZVPD.

The geometry in XYZ format:
```
30
Properties=species:S:1:pos:R:3:forces:R:3
O -3.9467 -24.0845 54.2311 -2.2 2.3 3.7
H -4.7317 -23.8829 53.4898 -1.0 1.0 1.5
H -3.9527 -23.3894 55.2036 -1.0 -2.9 -3.7
H -3.0627 -24.1633 53.8479 0.7 0.2 -0.4
S -6.8548 -22.1855 53.2316 -5.0 1.7 -0.3
O -8.1577 -22.3217 53.9005 0.5 -0.9 1.0
O -5.9998 -21.2918 53.9341 3.4 2.6 3.0
O -6.1573 -23.4689 53.1680 2.7 -3.9 -0.1
O -7.1339 -21.6924 51.9273 0.5 0.6 -3.1
O -4.8354 -26.6998 51.4471 0.4 3.7 5.7
H -4.6286 -27.5196 51.1993 1.4 -5.3 -1.5
H -4.7679 -26.7002 52.5135 -0.5 0.1 -3.9
O -1.8223 -21.7041 54.1002 -2.7 3.4 -0.1
H -1.3382 -21.0124 54.5635 1.2 -0.5 0.3
H -2.6125 -21.0145 53.9733 1.4 -2.9 -0.3
O -5.2471 -22.9790 56.4020 -0.8 1.7 -15.5
H -5.1701 -22.9131 57.1935 1.7 0.9 15.4
H -5.3823 -22.0274 56.0816 -0.5 -1.7 -0.4
O -3.6870 -25.0989 57.0488 -3.7 -1.9 1.7
H -4.6865 -25.4418 57.3990 4.2 1.4 -1.8
H -3.3387 -25.8842 56.5939 -0.4 0.3 0.2
O -1.8692 -24.2793 53.1553 -1.8 -10.1 1.7
H -1.2489 -24.8772 53.6126 -0.1 1.2 -0.6
H -1.6113 -23.5058 52.9425 3.7 8.6 -2.0
O -6.4184 -24.9683 51.0714 -7.1 -1.6 -5.9
H -5.8998 -25.6720 50.9147 2.4 -2.9 -0.6
H -6.0828 -24.4181 51.6269 3.1 5.6 5.7
O -6.9491 -24.8112 55.3432 0.8 -0.1 1.4
H -6.9795 -24.4927 54.4297 -0.1 0.3 -0.1
H -6.3887 -24.1256 55.8022 -1.2 -1.0 -1.1
```
Forces are in eV/Å.

## Properties
DFT total energy = -1311.1082 hartree
energy relative to the best compared isomer or geometry (same formula, charge and spin) = 420.3 kJ/mol
net charge = -1

Löwdin population analysis, charges in e, atoms 1 to 8: number 1, O, carries 0.027; number 2, H, carries 0.130; number 3, H, carries 0.244; number 4, H, carries -0.060; number 5, S, carries 0.129; number 6, O, carries -0.390; number 7, O, carries -0.398; number 8, O, carries -0.426


(6)
Here is a cluster of 9 separate species, H17O9 in total at a distorted geometry from the OMol25 dataset. Energies are from wB97M-V/def2-TZVPD.

The geometry in XYZ format:
```
26
Properties=species:S:1:pos:R:3:forces:R:3
O -13.9103 -6.8843 0.5789 1.0 -0.1 -0.2
H -13.2477 -6.4385 1.1208 0.1 -0.1 0.0
O -14.8348 -7.9397 2.9509 0.5 0.2 0.0
H -14.7672 -8.8535 2.6578 0.1 0.1 -0.1
H -14.3033 -7.4315 2.2842 -0.9 -0.6 0.3
O -13.6490 -9.5913 0.1859 0.0 0.1 0.0
H -13.8432 -9.7191 -0.7472 0.0 0.0 0.0
H -13.7028 -8.6090 0.3191 -0.2 0.0 0.0
O -11.0214 -8.1755 1.6359 0.0 0.2 0.0
H -11.8998 -7.9869 1.2724 0.0 -0.2 0.0
H -10.5804 -8.6707 0.9401 -0.1 0.0 0.0
O -14.6671 -4.3604 1.3645 0.3 -0.2 -0.2
H -14.0604 -3.6885 1.0406 0.0 0.0 0.0
H -14.3192 -5.2091 0.9892 -0.8 0.6 0.2
O -16.5555 -7.5335 0.1470 0.0 0.1 -0.4
H -15.6819 -7.0872 0.1471 -0.2 -0.3 0.6
H -16.3502 -8.4319 0.4175 0.1 0.0 0.1
O -12.4231 -5.8766 -1.5657 0.1 -0.2 0.1
H -12.0991 -6.5470 -2.1739 0.0 0.0 0.0
H -12.8229 -6.3843 -0.8185 -0.2 0.2 -0.1
O -15.8125 -5.4868 -1.7089 -0.1 0.0 -0.3
H -14.9967 -5.8585 -1.3477 0.0 0.2 0.0
H -16.5164 -6.0379 -1.3407 0.2 0.0 0.0
O -11.9525 -4.7222 3.4459 0.2 0.0 0.0
H -11.3123 -5.2387 2.9406 -0.1 0.0 0.1
H -11.4902 -3.9079 3.6673 0.0 0.0 0.0
```
Forces are in eV/Å.

## Properties
DFT total energy = -687.4223 hartree
energy relative to the best compared isomer or geometry (same formula, charge and spin) = 78.2 kJ/mol
net charge = -1

Löwdin population analysis, charges in e, atoms 1 to 8: number 1, O, carries -0.404; number 2, H, carries -0.026; number 3, O, carries -0.094; number 4, H, carries 0.011; number 5, H, carries -0.004; number 6, O, carries -0.101; number 7, H, carries 0.024; number 8, H, carries -0.027


(7)
Here is a structure of composition H18KrNeO9 from the OMol25 dataset. Energies are from wB97M-V/def2-TZVPD.

The geometry in XYZ format:
```
29
Properties=species:S:1:pos:R:3:forces:R:3
Ne 0.2893 2.4218 -2.3565 0.0 0.1 -0.1
Kr -0.4340 0.2261 -0.3430 -0.2 -0.2 0.0
O 2.8523 0.5199 0.0287 0.1 0.1 0.1
H 2.8032 -0.3447 -0.3792 0.0 -0.4 -0.3
H 3.4706 1.0073 -0.5157 0.2 0.1 -0.1
O -2.1559 -2.5420 1.2414 0.2 0.0 -0.1
H -2.5284 -3.2319 1.7906 -0.1 -0.2 0.1
H -2.4872 -1.7281 1.6208 -0.1 0.2 0.0
O -1.5974 -1.4844 -4.0579 -0.1 0.0 -0.2
H -1.9238 -1.8009 -3.2155 -0.2 0.0 0.3
H -0.6578 -1.3634 -3.9211 0.2 0.0 0.0
O -0.3108 1.1440 3.2103 -0.1 -0.3 0.3
H -1.0820 0.6572 2.9197 -0.1 -0.1 -0.2
H -0.6125 1.6392 3.9719 0.0 0.3 0.2
O -3.9755 0.4902 -1.2698 0.1 -0.3 0.0
H -3.8839 1.3006 -1.7708 0.1 0.2 -0.2
H -4.6804 0.6710 -0.6479 -0.2 0.0 0.1
O 2.9513 -1.8991 -2.0231 0.4 0.5 -0.5
H 2.5651 -2.2243 -1.2099 -0.3 -0.4 0.4
H 2.2173 -1.5101 -2.4987 -0.1 0.1 -0.2
O 1.4044 2.2933 1.5051 0.0 0.8 -0.1
H 1.8124 1.7011 0.8733 0.3 -0.3 -0.3
H 1.0585 1.7163 2.1861 -0.2 -0.1 0.3
O -0.9421 3.8753 1.1881 -0.8 0.3 0.0
H -0.6518 4.4193 0.4560 0.1 0.1 -0.1
H -0.3432 3.1287 1.1845 0.8 -0.4 0.1
O 2.1947 -2.9180 0.3127 0.0 -0.1 0.2
H 3.0014 -3.3262 0.6270 0.3 -0.2 0.0
H 1.6461 -2.8385 1.0931 -0.3 0.2 0.1
```
Forces are in eV/Å.

## Properties
DFT total energy = -3570.4944 hartree
energy relative to the best compared isomer or geometry (same formula, charge and spin) = 24.9 kJ/mol

Löwdin population analysis, charges in e, atoms 1 to 8: number 1, Ne, carries -0.025; number 2, Kr, carries 0.260; number 3, O, carries -0.072; number 4, H, carries -0.003; number 5, H, carries 0.064; number 6, O, carries -0.073; number 7, H, carries 0.031; number 8, H, carries 0.013


(8)
Here is a structure of composition H18KrO9 from the OMol25 dataset. Energies are from wB97M-V/def2-TZVPD.

The geometry in XYZ format:
```
28
Properties=species:S:1:pos:R:3:forces:R:3
Kr -1.4778 -0.2096 -0.7695 0.0 0.0 0.0
O -0.7506 -3.9093 -0.9009 0.0 0.0 -0.1
H -1.2496 -4.4254 -0.2677 -0.2 -0.2 0.1
H -0.1132 -3.4304 -0.3710 0.2 0.2 -0.1
O 1.7936 1.6664 -0.6031 0.3 0.6 0.0
H 1.7068 0.9220 -0.0077 -0.2 -0.3 0.2
H 1.3848 1.3717 -1.4169 -0.2 0.1 -0.5
O -2.2866 3.9144 -1.6414 0.0 0.2 0.1
H -3.1396 3.7413 -2.0398 -0.2 0.0 -0.1
H -1.6774 3.3588 -2.1278 0.3 -0.1 -0.1
O 1.3876 -0.2460 1.1995 0.8 -0.5 -0.3
H 2.1585 -0.1532 1.7593 0.3 0.2 0.2
H 0.7334 -0.6641 1.7595 -0.9 -0.1 0.4
O -0.3270 -1.9798 2.5148 0.2 0.1 0.1
H 0.1920 -2.6318 2.0439 0.2 -0.4 0.0
H -1.2350 -2.2007 2.3076 -0.3 0.1 0.0
O 2.0336 -1.4784 -1.5024 0.0 -0.4 -0.1
H 1.9758 -1.2737 -0.5691 -0.2 0.4 0.6
H 2.6816 -2.1810 -1.5543 0.2 -0.1 -0.2
O 0.3772 2.8328 1.6791 -0.3 0.0 0.5
H 1.0045 3.4108 2.1134 0.1 0.2 0.1
H 0.8521 2.4883 0.9228 0.2 -0.1 -0.7
O -2.6755 0.6219 2.4850 0.1 0.0 0.2
H -3.5041 0.3567 2.8843 -0.3 0.0 0.1
H -2.5145 -0.0349 1.8076 0.1 0.0 -0.3
O 0.9209 0.4235 -3.1462 -0.2 0.5 -0.3
H 0.4519 0.0310 -3.8826 -0.2 0.1 -0.2
H 1.2963 -0.3212 -2.6764 0.4 -0.6 0.3
```
Forces are in eV/Å.

## Properties
DFT total energy = -3441.5496 hartree
energy relative to the best compared isomer or geometry (same formula, charge and spin) = 82.3 kJ/mol

Löwdin population analysis, charges in e, atoms 1 to 8: number 1, Kr, carries 0.249; number 2, O, carries -0.056; number 3, H, carries 0.031; number 4, H, carries -0.003; number 5, O, carries -0.061; number 6, H, carries -0.042; number 7, H, carries -0.008; number 8, O, carries -0.053